Entry 1:
Entry from OMol25: a structure of composition C14H24AlF6O9S2 in a non-equilibrium geometry (wB97M-V/def2-TZVPD).

Structure (XYZ):
```
56
Properties=species:S:1:pos:R:3:mulliken_charge:R:1
Al -1.606 -30.702 5.702 1.3707
C -2.168 -25.629 5.200 0.4686
F -3.075 -25.154 4.364 -0.1672
F -0.947 -25.399 4.758 -0.1756
F -2.315 -25.054 6.380 -0.1685
S -2.563 -27.426 5.411 1.3108
O -2.397 -28.143 4.143 -0.5447
O -1.566 -27.942 6.373 -0.5961
O -3.896 -27.545 5.978 -0.5017
C -6.607 -30.489 5.700 0.3865
F -6.290 -29.207 5.675 -0.1427
F -7.280 -30.761 6.792 -0.1735
F -7.266 -30.853 4.632 -0.1650
S -4.967 -31.424 5.751 1.4202
O -4.292 -31.107 4.486 -0.6864
O -4.141 -30.943 6.877 -0.6268
O -5.298 -32.822 5.892 -0.6873
C -1.126 -32.402 1.047 -0.4162
C -2.237 -31.383 0.862 -0.6802
C -2.504 -30.799 2.251 -0.2996
O -1.429 -31.286 3.073 -0.1590
C -0.363 -31.838 2.241 -0.4909
H -0.559 -32.414 0.114 0.4188
H -1.447 -33.435 1.180 0.1264
H -3.075 -31.805 0.312 0.3325
H -1.870 -30.521 0.298 0.3521
H -3.467 -31.214 2.544 0.1944
H -2.575 -29.714 2.240 0.2941
H 0.229 -32.561 2.796 0.1911
H 0.310 -31.034 1.939 0.4385
C -0.753 -34.052 9.163 -0.6223
C -2.051 -34.770 8.909 -0.6765
C -2.775 -33.835 7.935 -0.3156
O -1.949 -32.682 7.738 0.0323
C -1.067 -32.571 8.841 -0.6816
H 0.049 -34.425 8.522 0.2541
H -0.371 -34.095 10.184 0.4335
H -2.602 -34.768 9.853 0.3197
H -1.975 -35.814 8.615 0.3053
H -3.720 -33.455 8.337 0.4353
H -3.128 -34.287 7.005 0.0343
H -1.575 -32.073 9.676 0.3469
H -0.164 -31.977 8.697 0.4344
C -2.210 -35.556 3.796 -0.6270
C -1.366 -35.644 5.042 -0.4644
C -0.765 -34.258 5.122 -0.5292
O -1.808 -33.384 4.653 -0.1274
C -2.849 -34.157 4.021 -0.4575
H -2.966 -36.337 3.824 0.4358
H -1.589 -35.523 2.901 0.2251
H -0.615 -36.434 5.106 0.4779
H -1.920 -35.805 5.971 0.0659
H 0.024 -34.133 4.368 0.4495
H -0.301 -33.995 6.072 0.0703
H -3.242 -33.637 3.149 0.3605
H -3.744 -34.363 4.614 0.1974
```

Properties
HOMO level = -13.30 eV
orbital gap = 3.9 eV
relative energy (zero: lowest compared OMol25 entry of this formula, charge and spin) = 16.3 kcal per mole
total charge = +1
total energy = -2862.518656 Ha

=====

Entry 2:
Entry from OMol25: a structure of composition C14H24AlFO11P in a non-equilibrium geometry (wB97M-V/def2-TZVPD).

Structure (XYZ):
```
52
Properties=species:S:1:pos:R:3:mulliken_charge:R:1
O -6.106 -1.789 1.945 -0.7407
P -4.955 -1.884 0.874 0.4044
Al -2.873 -2.439 1.876 -0.0537
C -2.294 -0.782 2.942 -0.2442
C -2.201 -1.060 4.533 0.4711
O -2.327 -0.075 5.287 -0.5382
F -1.948 -2.369 5.031 -0.2340
H -4.817 -0.568 0.281 -0.0217
H -5.193 -2.904 -0.109 -0.0399
H -3.166 -3.652 2.857 -0.2662
H -1.857 -2.750 0.714 -0.0726
H -3.127 0.004 2.842 0.2527
H -1.341 -0.284 2.546 0.0015
C 1.164 4.456 0.681 -1.2547
C 0.142 3.416 0.279 0.4957
C -0.204 2.458 1.381 -0.5097
O -0.562 1.281 0.665 -0.1524
C 0.119 1.320 -0.513 0.5500
O 0.224 0.397 -1.267 -0.5561
O 0.671 2.550 -0.723 -0.3524
H 1.341 5.152 -0.143 0.3529
H 0.833 5.026 1.552 0.3911
H 2.126 3.989 0.906 0.1419
H -0.754 3.901 -0.126 0.2174
H -1.039 2.808 1.990 0.3600
H 0.640 2.222 2.036 0.2988
C -3.904 -3.101 -3.695 -1.4277
C -2.539 -3.033 -3.046 0.5188
C -1.555 -4.014 -3.615 -0.5170
O -0.692 -4.261 -2.513 -0.3379
C -1.432 -4.049 -1.384 0.5268
O -1.094 -4.364 -0.285 -0.4797
O -2.610 -3.431 -1.680 -0.1249
H -4.562 -2.337 -3.275 0.3557
H -3.839 -2.950 -4.775 0.3855
H -4.383 -4.065 -3.499 0.3385
H -2.151 -2.009 -3.083 0.2230
H -0.997 -3.602 -4.458 0.3265
H -2.011 -4.962 -3.919 0.3026
C 5.975 0.698 -0.492 -1.4988
C 5.116 1.691 0.260 0.6208
C 4.680 2.859 -0.575 -0.4186
O 4.536 3.893 0.393 -0.3625
C 5.388 3.593 1.413 0.6242
O 5.682 4.348 2.292 -0.5526
O 5.864 2.322 1.299 -0.3449
H 6.222 -0.152 0.149 0.3558
H 5.463 0.324 -1.382 0.3809
H 6.925 1.150 -0.791 0.3641
H 4.259 1.182 0.717 0.2243
H 3.734 2.674 -1.088 0.3103
H 5.428 3.173 -1.310 0.3056
```

Properties
HOMO level = -4.26 eV
orbital gap = 6.3 eV
total charge = -1
total energy = -2059.221594 Ha

=====

Entry 3:
Entry from OMol25: a structure of composition C14H24BBeClF9NO8P2S2 in a non-equilibrium geometry (wB97M-V/def2-TZVPD).

Structure (XYZ):
```
63
Properties=species:S:1:pos:R:3:mulliken_charge:R:1
C 1.759 -2.473 3.355 -0.8090
C 0.301 -3.179 3.097 -0.3985
B -0.379 -2.775 1.616 0.6305
O -0.831 -3.939 0.806 -0.5707
C -0.479 -1.182 1.090 0.0441
P 1.140 -0.976 0.024 0.3417
S 1.143 -2.391 -1.369 -0.0614
C -1.797 -1.084 0.149 -1.4982
N -2.664 0.181 0.357 -0.0572
C -2.269 1.357 -0.443 0.9001
F -1.097 1.149 -1.379 -0.2485
F -3.392 1.612 -1.437 -0.3394
C -2.046 2.821 0.228 0.0678
F -3.319 3.452 0.752 -0.2522
F -1.846 3.674 -1.022 -0.3006
C -0.726 3.090 1.112 0.9338
F -0.098 4.372 0.594 -0.2581
F 0.398 2.096 0.918 -0.1917
C -0.834 3.320 2.704 0.4841
F -0.284 4.679 3.078 -0.2463
F -2.124 3.210 3.373 -0.1794
F 0.099 2.356 3.401 -0.2011
C -2.968 0.328 1.819 0.2273
P -4.489 -0.840 2.214 0.3623
O -4.833 -0.486 3.900 -0.4731
Cl -6.208 -0.240 1.119 -0.1930
C -1.810 -0.145 2.865 -1.0390
O -0.478 -0.372 2.310 -0.0418
H 2.036 -2.646 4.503 0.3091
H 2.646 -2.945 2.743 0.2873
H 1.790 -1.315 3.188 0.1090
H -0.457 -2.998 3.984 0.3058
H 0.502 -4.355 3.098 0.3242
H -1.302 -4.591 1.436 0.3377
H 2.268 -1.261 0.873 0.1584
H 1.201 0.273 -0.683 -0.0378
H -1.610 -1.305 -1.009 0.5115
H -2.515 -1.981 0.480 0.3401
H -3.594 -0.163 -0.045 0.5973
H -3.374 1.361 2.172 0.2990
H -5.370 -1.268 4.253 0.3799
H -1.790 0.669 3.739 0.2222
H -2.150 -1.148 3.416 0.4586
C 3.283 4.228 -1.201 -1.2135
C 2.480 3.035 -0.654 0.6808
O 3.098 1.936 -1.056 -0.3408
H 3.324 4.226 -2.298 0.3742
H 2.809 5.167 -0.893 0.2756
H 4.311 4.240 -0.818 0.3758
H 1.445 3.206 -0.988 0.0092
H 2.390 3.219 0.428 0.1129
C 2.074 -1.748 -5.956 -0.2435
C 3.537 -2.181 -5.939 -0.3342
O 3.617 -3.186 -4.931 -0.2965
S 2.204 -3.999 -4.880 1.0452
O 2.353 -5.210 -5.656 -0.5486
O 1.721 -3.991 -3.519 -0.5074
O 1.321 -2.942 -5.751 -0.2988
H 1.856 -1.062 -5.132 0.1922
H 1.793 -1.279 -6.903 0.3196
H 4.214 -1.354 -5.714 0.3168
H 3.825 -2.637 -6.893 0.2917
Be 0.192 6.392 1.373 0.5545
```

Properties
HOMO level = -13.50 eV
orbital gap = 2.6 eV
total charge = +2
total energy = -4080.989203 Ha

=====

Entry 4:
Entry from OMol25: a cluster of 5 separate species, C14H24BCl8N4O5 in total in a non-equilibrium geometry (wB97M-V/def2-TZVPD).

Structure (XYZ):
```
56
Properties=species:S:1:pos:R:3:mulliken_charge:R:1
C 3.009 -0.692 4.638 -0.3769
C 2.062 0.433 4.261 -0.3208
N 1.049 0.102 3.184 0.6951
N -0.335 0.001 3.201 -0.7068
C -1.045 -0.410 1.894 0.1162
N -2.520 -0.629 1.669 0.2665
C -2.952 -0.411 0.239 0.0559
C -2.588 0.870 -0.718 0.1001
O -3.694 -1.407 -0.322 -0.5312
C -3.192 0.527 2.440 0.5071
C -4.592 0.260 3.275 -0.9528
O -2.701 1.796 2.429 -0.4721
N 0.174 -0.560 1.015 0.5390
O 0.173 -0.934 -0.275 -0.2460
B 0.160 -2.401 -0.439 0.6185
O -0.255 -2.900 -1.798 -0.4772
O 0.584 -3.275 0.674 -0.3021
C 1.477 -0.245 1.773 -0.2596
C 3.008 -0.292 1.142 -0.3505
C 3.023 0.894 -0.038 -0.2647
H 2.685 -1.807 4.420 0.1501
H 4.088 -0.482 5.084 0.3046
H 2.161 1.444 4.841 0.3127
H -2.592 0.460 -1.838 0.1746
H -1.523 1.307 -0.513 0.2993
H -3.462 1.647 -0.637 -0.1939
H -4.384 -0.583 4.065 0.2814
H -5.380 -0.113 2.464 0.2914
H -4.950 1.277 3.731 0.3211
H -0.325 -2.102 -2.432 0.2834
H -0.029 -3.184 1.462 0.2826
H 3.130 -1.348 0.643 0.2033
H 3.844 -0.078 1.947 0.3313
H 3.183 0.328 -1.055 -0.2692
H 1.968 1.430 -0.122 0.1565
H 3.832 1.714 0.173 0.4053
C -3.224 4.658 -2.279 -0.1275
Cl -1.539 4.353 -1.840 -0.1317
Cl -4.310 3.530 -1.458 -0.1654
H -3.488 5.679 -1.991 0.3482
H -3.337 4.539 -3.360 0.0826
C -1.239 3.115 -5.605 -0.4417
Cl -1.750 2.183 -4.193 -0.0063
Cl -2.621 3.886 -6.393 -0.1479
H -0.535 3.887 -5.286 0.2979
H -0.753 2.444 -6.317 0.3227
C 3.142 -0.520 -4.170 -0.3405
Cl 1.585 0.278 -3.920 -0.0731
Cl 4.404 0.224 -3.182 -0.1414
H 3.050 -1.574 -3.896 0.2491
H 3.420 -0.436 -5.224 0.3365
C 2.699 -5.451 1.685 -0.2580
Cl 4.351 -5.860 1.204 -0.1513
Cl 2.677 -4.031 2.737 -0.0900
H 2.110 -5.240 0.789 0.1060
H 2.265 -6.298 2.221 0.3596
```

Properties
HOMO level = -12.71 eV
orbital gap = 8.9 eV
relative energy (zero: lowest compared OMol25 entry of this formula, charge and spin) = 152.3 kcal per mole
total charge = +1
total energy = -4848.863076 Ha

=====

E_LUMO list, top to bottom, in eV: -9.4; 2.1; -10.9; -3.8